[1]
The following is a quantum chemistry calculation of a molecular structure, C24H28BF5N8O6Ru, from OMol25.

Calculated values
* 2S+1: 5
* Kohn-Sham gap (alpha / beta): 7.4 / 6.7 eV
* calculated total energy: -2440.14255 Ha
* LUMO level (alpha / beta): -1.2 / -2.5 eV

CARTESIAN COORDINATES (ANGSTROEM)
Ru 0.22476 0.27888 0.92493
C 3.98090 -1.95172 0.76525
C 2.59628 -1.57679 1.19194
O 1.87880 -0.97920 0.36106
C 2.15886 -1.97094 2.49349
C 0.91468 -1.79396 3.02749
C 0.60215 -2.31559 4.39323
N -0.07012 -1.10462 2.37093
N -1.26030 -1.11087 2.96299
C -2.12308 -0.30471 2.33381
O -1.83336 0.29132 1.24146
C -3.45980 -0.12945 2.91884
C -4.36979 0.71133 2.28144
C -5.62531 0.91066 2.82982
C -5.97140 0.27520 4.01593
C -5.06283 -0.56019 4.65410
C -3.80611 -0.76247 4.11084
H 4.20301 -1.51704 -0.20588
H 4.07426 -3.03884 0.71405
H 4.69848 -1.58885 1.50403
H 2.87951 -2.49209 3.10766
H 1.44925 -2.86986 4.78745
H -0.28299 -2.94883 4.37469
H 0.37818 -1.46283 5.03917
H -4.07661 1.20685 1.36465
H -6.33181 1.56598 2.33682
H -6.95046 0.43788 4.44981
H -5.33373 -1.04795 5.58174
H -3.08380 -1.39963 4.60310
F 5.40822 1.08805 -2.89896
C 4.22007 1.69074 -3.00001
C 3.75941 2.46469 -2.02138
N 2.54182 3.11787 -2.10256
C 1.90573 3.59563 -0.86683
C 1.45406 2.36433 -0.11228
O 0.21256 2.04339 -0.18940
O 2.28017 1.61745 0.42283
C 1.71947 2.96419 -3.21436
O 0.61643 3.45891 -3.30131
N 2.26098 2.18506 -4.21894
C 3.44253 1.43981 -4.20329
O 3.72414 0.67457 -5.09435
H 4.32035 2.60463 -1.10870
H 1.06282 4.21263 -1.14787
H 2.62087 4.15822 -0.27212
H 1.65267 2.03126 -5.01069
C -1.86464 -0.56973 -1.49895
N -0.38138 -0.58645 -1.34410
C 0.08299 -1.97994 -1.58993
N -0.31931 -2.46969 -2.90114
C -1.78079 -2.39461 -3.00677
N -2.27706 -1.02836 -2.81995
C -1.65279 -0.16838 -3.83527
N -0.18758 -0.19466 -3.75023
C 0.19097 0.27087 -2.42232
C 0.26048 -1.58147 -3.91716
H -2.21438 0.44834 -1.33657
H -2.30069 -1.21533 -0.73908
H -0.33560 -2.62352 -0.81359
H 1.16570 -1.99801 -1.51958
H -2.22596 -3.04074 -2.24859
H -2.08331 -2.75103 -3.99184
H -1.99639 0.85718 -3.69573
H -1.95757 -0.51142 -4.82455
H -0.15410 1.29003 -2.28577
H 1.28065 0.23904 -2.32283
H 1.34896 -1.61629 -3.84735
H -0.03745 -1.93411 -4.90490
F 1.77084 1.03920 2.86525
B 0.77455 1.84673 3.53454
F 0.26024 1.12739 4.61029
F 1.29688 3.06673 3.88102
F -0.26314 2.01512 2.53049

Computed Mulliken charges, given in elementary charges:
1. Ru 0.9723
2. C -1.7752
3. C 0.6599
4. O -0.0147
5. C -1.2554
6. C 0.9199
7. C -1.4734
8. N 1.2715
9. N -0.7783
10. C 0.7213
11. O -0.8650
12. C 0.4075
13. C -0.4058
14. C -0.8403
15. C -0.3618
16. C -0.7110
17. C -0.2896
18. H 0.2737
19. H 0.3944
20. H 0.4478
21. H 0.4246
22. H 0.4395
23. H 0.3176
24. H 0.2932
25. H 0.4573
26. H 0.4064
27. H 0.3889
28. H 0.4013
29. H 0.4540
30. F -0.3720
31. C 0.3848
32. C -0.0900
33. N 0.1737
34. C -1.5255
35. C 1.3470
36. O -0.6218
37. O -0.5452
38. C 0.2846
39. O -0.6029
40. N 0.0331
41. C 0.3460
42. O -0.6323
43. H 0.3701
44. H 0.4234
45. H 0.3802
46. H 0.2488
47. C -0.9875
48. N 2.0705
49. C -1.1603
50. N 0.1430
51. C -0.6704
52. N 0.1470
53. C -0.6532
54. N 0.3400
55. C -0.9314
56. C -0.6667
57. H 0.2097
58. H 0.2290
59. H 0.1618
60. H 0.3292
61. H 0.3260
62. H 0.3345
63. H 0.3690
64. H 0.3417
65. H 0.3787
66. H -0.4316
67. H 0.2999
68. H 0.3773
69. F -0.3183
70. B 0.4212
71. F -0.4060
72. F -0.3242
73. F -0.4115

[2]
The following is a quantum chemistry calculation of a molecular structure, C24H28BiCl3F5O9P3SiTe, from OMol25.

Calculated values
* 2S+1: 1
* Kohn-Sham gap: 7.5 eV
* calculated total energy: -5285.36717 Ha
* charge: -2
* LUMO level: 3.8 eV

CARTESIAN COORDINATES (ANGSTROEM)
Bi -0.38764 1.26253 0.44911
C -2.52360 -3.64306 -0.08688
C -1.43467 -4.35576 -0.84140
C -1.59069 -5.69743 -1.17995
C -0.59858 -6.39742 -1.85046
C 0.57945 -5.75377 -2.19658
C 0.74927 -4.41613 -1.87020
C -0.24076 -3.70653 -1.19509
P -0.07683 -1.94140 -0.70468
C 1.32547 -1.38978 -1.75882
C 0.96419 -1.41471 -3.11250
C 1.80241 -0.95125 -4.10612
C 3.03481 -0.41800 -3.75682
C 3.39124 -0.35770 -2.42376
C 2.55962 -0.82834 -1.40299
C 3.07101 -0.68077 0.00871
C 0.47900 -2.19079 1.02513
C 1.44145 -3.13932 1.37170
C 1.82670 -3.33104 2.68450
C 1.22367 -2.56525 3.67904
C 0.24477 -1.64753 3.35410
C -0.16543 -1.43944 2.02792
C -1.20682 -0.41641 1.73931
H -3.42102 -4.25922 -0.03270
H -2.78452 -2.68779 -0.54787
H -2.20715 -3.41663 0.93524
H -2.51607 -6.19632 -0.91395
H -0.74888 -7.43996 -2.10453
H 1.36466 -6.28614 -2.71979
H 1.66309 -3.90871 -2.15580
H -0.01649 -1.78981 -3.38660
H 1.48037 -0.97197 -5.13913
H 3.69664 -0.01858 -4.51476
H 4.33514 0.09671 -2.14459
H 3.80368 0.12603 0.04528
H 3.55968 -1.59681 0.35004
H 2.29786 -0.44602 0.73481
H 1.90109 -3.73045 0.58670
H 2.58182 -4.06642 2.93382
H 1.51456 -2.69436 4.71543
H -0.22656 -1.06230 4.13509
H -1.59012 0.05877 2.64059
H -2.03992 -0.79518 1.14569
O -4.05432 0.85412 -2.48431
P -3.43448 1.14610 -1.04661
O -4.18959 0.48126 0.02129
O -1.92692 0.88335 -1.10701
O -3.54820 2.77648 -0.95617
P -3.10527 3.80516 -2.09707
O -3.50235 5.17511 -1.43660
O -3.76017 3.50580 -3.38231
O -1.55618 3.65113 -2.13952
H -3.93160 1.61765 -3.09278
H -3.55020 5.09900 -0.45340
Cl 1.22680 3.61849 -3.81440
Si -0.13688 4.53372 -2.44445
Cl 0.19206 6.35077 -1.40760
Cl -1.06967 5.62747 -4.09108
C 0.55425 2.69181 4.07661
C 1.67775 2.09855 3.29859
C 3.07025 2.60458 3.56937
O 1.50092 1.27321 2.41662
H 0.19946 3.57537 3.53608
H 0.87879 3.00807 5.06813
H -0.29162 2.00994 4.11975
H 3.24380 2.74851 4.63556
H 3.15964 3.58093 3.08433
H 3.80279 1.92553 3.13904
F -3.43786 4.58401 1.28542
Te -1.45318 4.65622 1.08755
F 0.61033 3.70552 -1.21606
F -1.58426 4.73429 2.98855
F 0.43445 4.92023 1.61496
F -1.77220 6.58831 1.28081
O -1.36223 2.67378 1.53041

Computed Mulliken charges, given in elementary charges:
1. Bi 1.4409
2. C -1.2839
3. C 0.5216
4. C -0.7685
5. C -0.6550
6. C -0.8114
7. C -0.4197
8. C 0.5276
9. P 1.4074
10. C 0.3605
11. C -1.0211
12. C -0.7822
13. C -0.6632
14. C -0.6676
15. C 0.9002
16. C -1.2627
17. C 0.9530
18. C -0.7376
19. C -0.7689
20. C -0.7646
21. C -0.6878
22. C 1.1352
23. C -2.2330
24. H 0.4563
25. H 0.1833
26. H 0.2579
27. H 0.3710
28. H 0.3587
29. H 0.4187
30. H 0.3866
31. H 0.4017
32. H 0.3933
33. H 0.3669
34. H 0.3512
35. H 0.4765
36. H 0.3231
37. H -0.0073
38. H 0.5120
39. H 0.3957
40. H 0.3714
41. H 0.4096
42. H 0.6216
43. H 0.4639
44. O -0.5676
45. P 0.5402
46. O -0.8032
47. O -0.2241
48. O -0.2045
49. P 0.2462
50. O -0.4973
51. O -0.8032
52. O 0.5806
53. H 0.4677
54. H 0.4149
55. Cl -0.3690
56. Si 0.4403
57. Cl -0.3189
58. Cl -0.4465
59. C -0.8831
60. C 0.9447
61. C -1.4847
62. O -0.3600
63. H 0.1132
64. H 0.4734
65. H 0.1456
66. H 0.4120
67. H 0.3151
68. H 0.3097
69. F -0.5879
70. Te 1.7236
71. F -0.3104
72. F -0.4457
73. F -0.5506
74. F -0.4935
75. O -1.0087

[3]
The following is a quantum chemistry calculation of a molecular structure, C24H28CdN4O6Se, from OMol25.

Calculated values
* 2S+1: 1
* Kohn-Sham gap: 7.3 eV
* calculated total energy: -4170.90263 Ha
* LUMO level: -0.6 eV

CARTESIAN COORDINATES (ANGSTROEM)
Cd 0.13167 0.05010 0.45296
C 6.31766 -3.32155 -1.14976
C 5.16528 -2.40697 -0.82310
C 5.35215 -1.18838 -0.21653
C 4.28320 -0.31822 0.06251
C 4.52359 0.90559 0.73870
N 3.60357 1.67590 1.21643
C 3.75685 3.00715 1.75535
C 3.26684 4.03173 0.72269
C 1.85765 3.68361 0.24282
N 1.33702 4.73415 -0.61175
C 0.07121 5.03254 -0.81729
C -1.09113 4.34933 -0.43692
C -2.24304 5.17106 -0.28781
C -3.41650 4.70294 0.22314
C -4.60883 5.59063 0.46065
C -3.48032 3.33122 0.54640
C -2.46476 2.43786 0.30851
C -2.76835 1.03789 0.56921
N -2.02575 0.03776 0.31461
C -2.52500 -1.31152 0.53707
C -2.19749 -2.19997 -0.67873
C -0.85854 -2.93210 -0.57488
N 0.30423 -2.04846 -0.64594
C 1.41618 -2.59372 -0.94772
C 2.74652 -2.00447 -0.84447
C 3.84458 -2.80932 -1.07743
C 2.94949 -0.65270 -0.38448
O 2.04280 0.22519 -0.42949
C -1.20430 2.89735 -0.27498
O -0.33707 2.12452 -0.72141
H 7.26464 -2.87641 -0.84889
H 6.35731 -3.52213 -2.22211
H 6.21290 -4.28028 -0.63834
H 6.35144 -0.88550 0.08241
H 5.55359 1.21950 0.89466
H 2.63766 1.35381 1.23837
H 4.79598 3.19194 2.02873
H 3.13589 3.05615 2.64944
H 3.95238 4.04678 -0.13204
H 3.27469 5.02084 1.18904
H 1.18325 3.55760 1.09022
H 1.84325 2.73604 -0.29575
H 2.02416 5.32821 -1.04876
H -0.07317 5.99634 -1.29791
H -2.15499 6.22285 -0.54411
H -4.44247 6.58756 0.05530
H -4.81129 5.68693 1.52949
H -5.50297 5.17430 -0.00682
H -4.40625 2.95458 0.97224
H -3.76835 0.86330 0.98462
H -3.60399 -1.30507 0.72772
H -2.02185 -1.70989 1.42455
H -2.20056 -1.58344 -1.58085
H -2.97964 -2.95333 -0.78471
H -0.80015 -3.70253 -1.35373
H -0.81939 -3.44100 0.39451
H 1.42491 -3.65466 -1.23457
H 3.67590 -3.81378 -1.45581
O -0.50329 0.30839 4.26061
Se 0.64834 0.21752 3.15887
O 0.46760 -1.12680 2.19994
O 0.51291 1.45861 2.02639
O 2.14146 0.31235 3.75401

Computed Mulliken charges, given in elementary charges:
1. Cd 2.2581
2. C -1.5868
3. C 0.3952
4. C -0.8415
5. C 0.6534
6. C -0.1513
7. N 0.4470
8. C -1.1406
9. C -0.7939
10. C -0.5228
11. N 0.0476
12. C -0.5885
13. C 0.5739
14. C -0.8444
15. C 0.2913
16. C -1.5999
17. C -0.5089
18. C 0.5151
19. C -0.3367
20. N -0.0041
21. C -0.8303
22. C -1.0244
23. C -0.8048
24. N 0.0520
25. C -0.5394
26. C 0.3665
27. C -0.7421
28. C 0.9501
29. O -1.0540
30. C 0.5712
31. O -0.7929
32. H 0.3538
33. H 0.3320
34. H 0.3452
35. H 0.3178
36. H 0.4065
37. H -0.4102
38. H 0.4498
39. H 0.3451
40. H 0.3879
41. H 0.4550
42. H 0.2850
43. H 0.4296
44. H 0.3351
45. H 0.4185
46. H 0.2850
47. H 0.3615
48. H 0.3258
49. H 0.3654
50. H 0.4152
51. H 0.2418
52. H 0.5538
53. H 0.2817
54. H 0.3491
55. H 0.3917
56. H 0.5381
57. H 0.3459
58. H 0.2789
59. H 0.4106
60. O -0.7410
61. Se 1.2311
62. O -0.8613
63. O -0.8833
64. O -0.7550

[4]
The following is a quantum chemistry calculation of a molecular structure, C24H28F5MoN2OS3, from OMol25.

Calculated values
* 2S+1: 1
* Kohn-Sham gap (alpha / beta): 5.5 / 5.5 eV
* calculated total energy: -2877.15960 Ha
* charge: +3
* LUMO level (alpha / beta): -11.2 / -11.2 eV

CARTESIAN COORDINATES (ANGSTROEM)
Mo -1.80932 -0.34689 -1.55244
S -1.40630 0.06047 0.65711
C 0.27299 -0.41525 0.87050
N 0.76133 -0.70136 2.02370
C 2.19394 -1.06664 2.12279
C 2.99298 -0.27325 1.12237
N 2.40348 -0.44169 -0.22573
C 3.37924 -0.56004 -1.35588
C 4.19183 -1.81170 -1.17604
C 5.54792 -1.72131 -0.87837
C 6.29710 -2.87797 -0.71526
C 5.68996 -4.11965 -0.83791
C 4.33436 -4.21214 -1.13498
C 3.58514 -3.06051 -1.30566
C 1.12886 -0.52125 -0.33789
S 0.31527 -0.89935 -1.86480
C -0.04599 -0.67723 3.28288
C -0.28504 0.73614 3.75825
C -1.58732 1.17743 3.95651
C -1.81812 2.45336 4.45228
C -0.75090 3.29295 4.73318
C 0.55322 2.85500 4.53451
C 0.78624 1.57644 4.05534
H 2.28799 -2.14327 1.95537
H 2.52796 -0.84407 3.13276
H 4.01519 -0.64442 1.07908
H 3.00384 0.79443 1.35546
H 4.00417 0.33291 -1.29952
H 2.81938 -0.53893 -2.28760
H 6.02937 -0.75222 -0.80233
H 7.35513 -2.80867 -0.50263
H 6.27610 -5.02024 -0.71487
H 3.87090 -5.18258 -1.25022
H 2.53487 -3.14100 -1.57238
H 0.51870 -1.26741 4.00334
H -0.98490 -1.19290 3.08140
H -2.42221 0.51372 3.76007
H -2.83162 2.78422 4.63459
H -0.93075 4.28386 5.12753
H 1.38534 3.50031 4.78109
H 1.81079 1.23047 3.95876
F -1.77039 -3.23610 -1.11884
C -2.45797 -2.36041 -1.87572
F -2.20933 -2.57188 -3.18119
C -3.96014 -2.51746 -1.58320
F -4.63208 -1.72025 -2.43390
F -4.15448 -2.02551 -0.33823
F -4.40194 -3.73700 -1.66247
C -4.74866 1.21865 -1.29904
C -4.78312 1.45356 -2.79734
S -3.21886 1.96588 -3.53567
O -2.16062 0.97349 -2.87958
C -2.87243 3.53611 -2.74538
C -1.54740 4.10156 -3.24085
H -5.68890 0.76509 -0.98791
H -4.59672 2.13446 -0.73150
H -3.96872 0.50095 -0.98744
H -5.46812 2.26027 -3.07598
H -5.08126 0.56948 -3.36177
H -2.91176 3.40087 -1.66434
H -3.71649 4.16102 -3.05660
H -0.70958 3.46009 -2.96892
H -1.39099 5.07443 -2.77769
H -1.55120 4.24294 -4.32075

Computed Mulliken charges, given in elementary charges:
1. Mo -0.0551
2. S 0.1769
3. C 0.3411
4. N 0.2505
5. C -0.8033
6. C -0.6251
7. N 0.1396
8. C -1.2974
9. C 0.7518
10. C -0.2929
11. C -0.6450
12. C -0.4848
13. C -0.7797
14. C -0.1726
15. C 0.8346
16. S 0.0972
17. C -1.9168
18. C 1.2069
19. C -0.2891
20. C -0.7588
21. C -0.4986
22. C -0.8900
23. C -0.1185
24. H 0.3532
25. H 0.5628
26. H 0.4901
27. H 0.3355
28. H 0.4070
29. H 0.5751
30. H 0.4365
31. H 0.4240
32. H 0.4223
33. H 0.4454
34. H 0.3563
35. H 0.5710
36. H 0.6550
37. H 0.4691
38. H 0.4263
39. H 0.4383
40. H 0.4377
41. H 0.3290
42. F -0.2404
43. C 0.5173
44. F -0.2388
45. C 0.6506
46. F -0.2108
47. F -0.1891
48. F -0.1881
49. C -0.5528
50. C -0.4603
51. S 0.3380
52. O -0.5687
53. C -0.3340
54. C -1.2638
55. H 0.3780
56. H 0.4259
57. H -0.1579
58. H 0.5498
59. H 0.3569
60. H 0.2848
61. H 0.4947
62. H 0.3297
63. H 0.3890
64. H 0.3844